1.
Molecular formula: C3H3N2
Method: DFT, wB97M-V/def2-TZVPD

Its frontier orbital gap (spin up / spin down) is 9.76 / 7.08 eV. The net charge is +1. For the largest force on an atom, the calculation gives 0.0885 Eh/bohr. Its energy above the lowest of the compared OMol25 structures with the same formula, charge and spin is 4.990 eV. The HOMO energy (spin up / spin down) comes out at -17.454 / -15.803 eV. As for the LUMO energy (spin up / spin down): -7.7 / -8.7 eV.

Geometry as XYZ:
```
8
Properties=species:S:1:pos:R:3:nbo_charge:R:1
C -2.48 0.12 -0.13 0.280
C 1.68 -0.75 0.03 0.016
C 0.05 1.14 -0.08 0.402
N -3.42 -0.47 0.03 -0.289
N 0.80 0.23 0.03 -0.291
H 2.45 -0.76 0.81 0.264
H 1.63 -1.49 -0.78 0.263
H -0.71 1.99 0.08 0.355
```

2.
Molecular formula: C31H38AlFN5O4SSeSi
Method: DFT, wB97M-V/def2-TZVPD

Its frontier orbital gap is 5.14 eV. The net charge is +1. For the largest force on an atom, the calculation gives 0.0423 Eh/bohr. The HOMO energy comes out at -8.603 eV. As for the LUMO energy: -3.5 eV.

Geometry as XYZ:
```
83
Properties=species:S:1:pos:R:3:mulliken_charge:R:1
Al 0.69 -2.65 0.01 0.491
C 4.51 3.19 -2.51 -1.028
C 4.28 3.09 -1.04 -0.814
N 3.18 2.13 -0.73 0.152
C 3.51 0.87 -0.41 0.035
C 2.66 -0.15 -0.31 0.018
C 3.28 -1.49 0.13 0.126
O 4.42 -1.42 0.55 -0.728
O 2.56 -2.51 -0.04 -0.229
C 1.30 0.07 -0.52 1.487
O 0.41 -0.80 -0.52 -0.954
C 0.88 1.44 -0.77 0.296
C -0.45 1.75 -0.83 -0.404
C -0.82 3.06 -0.91 0.709
F -2.15 3.29 -0.74 -0.332
C 0.08 4.09 -1.09 -1.773
C 1.43 3.79 -1.14 -1.250
C 1.84 2.49 -0.87 0.377
N -0.28 5.47 -1.09 0.129
C 0.19 6.27 0.05 -0.539
C 0.45 7.72 -0.43 -0.768
N -0.49 7.97 -1.58 -0.126
C -1.85 7.31 -1.40 -0.854
C -1.69 5.78 -1.42 -0.568
H 5.32 3.86 -2.80 0.399
H 3.61 3.52 -3.02 0.301
H 4.83 2.25 -2.98 0.315
H 3.96 4.06 -0.65 0.298
H 5.13 2.72 -0.47 0.472
H 4.55 0.69 -0.20 0.578
H -1.21 0.97 -0.71 0.706
H 2.08 4.60 -1.27 0.740
H 1.11 5.92 0.48 0.517
H -0.56 6.32 0.84 0.321
H 1.46 7.86 -0.79 0.435
H 0.21 8.38 0.42 0.345
H -0.03 7.50 -2.39 0.405
H -0.60 8.95 -1.73 0.324
H -2.50 7.71 -2.18 0.391
H -2.18 7.64 -0.43 0.397
H -1.87 5.27 -2.36 0.535
H -2.40 5.44 -0.66 0.372
N -6.67 -2.80 -0.48 -0.311
C -5.93 -1.88 0.20 0.198
S -6.66 -0.67 1.04 -0.358
C -4.45 -2.09 0.07 1.271
C -3.57 -1.49 0.95 -0.950
C -2.19 -1.73 0.85 -0.370
N -1.67 -2.47 -0.09 0.084
C -2.50 -3.01 -0.98 -0.886
C -3.86 -2.88 -0.93 -0.971
H -7.65 -2.76 -0.35 0.205
H -6.23 -3.60 -0.96 0.175
H -3.99 -0.92 1.78 0.391
H -1.52 -1.31 1.58 0.616
H -2.03 -3.44 -1.82 0.602
H -4.45 -3.39 -1.70 0.244
Se 0.72 -4.02 -1.94 -0.146
C 0.09 -5.69 -1.26 0.241
C -0.36 -6.65 -2.19 -0.730
C -0.80 -7.88 -1.71 -0.392
C -0.75 -8.18 -0.35 -0.577
C -0.33 -7.20 0.56 -0.669
C 0.09 -5.99 0.08 0.199
H -0.44 -6.48 -3.26 0.372
H -1.23 -8.65 -2.37 0.326
H -1.12 -9.12 0.04 0.358
H -0.31 -7.43 1.58 0.473
H 0.43 -5.21 0.76 0.125
C 2.59 -3.89 3.25 -0.951
Si 1.19 -2.72 3.17 0.449
C -0.13 -3.15 4.41 -1.131
C 1.73 -1.01 3.31 -0.888
O 0.45 -2.84 1.71 0.040
H 3.02 -3.82 4.29 0.376
H 3.29 -3.64 2.44 0.248
H 2.19 -4.85 2.98 0.280
H 0.04 -2.92 5.47 0.373
H -0.37 -4.23 4.30 0.257
H -1.12 -2.61 4.19 0.231
H 2.19 -0.68 4.26 0.484
H 0.91 -0.29 3.11 0.208
H 2.49 -0.86 2.56 0.200
```

3.
Molecular formula: C6H10OS
Method: DFT, wB97M-V/def2-TZVPD

Its frontier orbital gap is 9.15 eV. For the largest force on an atom, the calculation gives 0.0961 Eh/bohr. Its energy above the lowest of the compared OMol25 structures with the same formula, charge and spin is 1.207 eV. The SMILES is CC=C(C)C.O=C=S. The HOMO energy comes out at -8.567 eV. As for the LUMO energy: 0.6 eV.

Geometry as XYZ:
```
18
Properties=species:S:1:pos:R:3:nbo_charge:R:1
C -4.08 0.08 -0.20 0.401
C 0.41 0.86 0.80 -0.187
C 0.15 -0.33 0.18 0.007
C 0.53 2.15 0.20 -0.661
C -0.01 -0.32 -1.30 -0.661
C 0.06 -1.62 0.79 -0.634
O -4.45 0.95 -0.87 -0.455
S -3.78 -1.05 0.75 0.055
H 0.55 0.74 1.92 0.188
H -0.32 2.40 -0.46 0.216
H 1.28 2.20 -0.50 0.219
H 0.70 3.01 0.83 0.223
H 0.87 -0.11 -1.89 0.222
H -0.73 0.35 -1.64 0.212
H -0.52 -1.26 -1.50 0.210
H -0.97 -2.02 0.91 0.216
H 0.41 -1.45 1.77 0.217
H 0.68 -2.47 0.23 0.212
```

Q: Which of these has the lowest largest force on an atom?
A: C31H38AlFN5O4SSeSi

Q: Which of these has the lowest largest force on an atom?
A: C31H38AlFN5O4SSeSi